{
  "formula": "C31H72BrN2O9PS10",
  "method": "wB97M-V/def2-TZVPD",
  "mol_weight_g_mol": 1048.47,
  "orbital_gap_ev": 6.76,
  "total_charge": 0,
  "homo_ev": -7.9,
  "symbols": ["C", "C", "P", "C", "C", "C", "C", "C", "C", "C", "C", "Br", "C", "N", "S", "N", "C", "C", "H", "H", "H", "H", "H", "H", "H", "H", "H", "H", "H", "H", "H", "H", "H", "H", "H", "H", "C", "S", "O", "C", "H", "H", "H", "H", "H", "H", "C", "S", "O", "C", "H", "H", "H", "H", "H", "H", "C", "S", "O", "C", "H", "H", "H", "H", "H", "H", "C", "S", "O", "C", "H", "H", "H", "H", "H", "H", "C", "S", "O", "C", "H", "H", "H", "H", "H", "H", "C", "S", "O", "C", "H", "H", "H", "H", "H", "H", "C", "S", "O", "C", "H", "H", "H", "H", "H", "H", "C", "S", "O", "C", "H", "H", "H", "H", "H", "H", "C", "S", "O", "C", "H", "H", "H", "H", "H", "H"],
  "coordinates": [[3.317, 1.275, 0.864], [3.367, 0.039, -0.162], [1.762, -0.142, -1.205], [0.458, -0.684, 0.058], [-0.993, -1.004, -0.566], [2.173, -1.635, -2.343], [2.290, -3.039, -1.581], [2.658, -4.345, -2.320], [2.802, -5.700, -1.484], [3.168, -5.488, 0.070], [4.235, -6.572, 0.635], [1.483, -5.492, 1.188], [2.905, -4.223, -3.881], [3.285, -5.332, -4.762], [3.454, -4.598, -6.307], [3.064, -2.950, -6.104], [2.788, -2.827, -4.667], [2.408, -1.502, -3.869], [4.345, 1.288, 1.406], [3.221, 2.305, 0.361], [2.542, 1.093, 1.689], [3.583, -0.924, 0.428], [4.213, 0.137, -0.938], [0.401, 0.143, 0.865], [0.792, -1.638, 0.622], [-1.112, -0.698, -1.662], [-1.270, -2.126, -0.467], [-1.766, -0.451, 0.114], [2.096, -3.084, -0.450], [1.830, -6.311, -1.535], [3.664, -6.310, -1.945], [3.646, -4.457, 0.289], [3.774, -7.594, 0.850], [4.622, -6.169, 1.646], [5.154, -6.642, -0.053], [2.337, -0.478, -4.395], [4.989, 4.788, 2.487], [5.609, 3.450, 3.529], [5.035, 2.172, 3.005], [4.665, 3.904, 5.000], [5.423, 4.679, 1.493], [3.901, 4.732, 2.416], [5.290, 5.748, 2.909], [3.597, 3.903, 4.774], [4.976, 4.893, 5.342], [4.870, 3.171, 5.781], [-2.561, 2.240, 3.988], [-0.828, 1.736, 3.953], [-0.185, 2.416, 2.785], [-1.144, 0.024, 3.475], [-2.607, 3.302, 4.231], [-3.018, 2.072, 3.011], [-3.091, 1.672, 4.754], [-1.690, -0.005, 2.529], [-1.720, -0.474, 4.257], [-0.186, -0.484, 3.354], [-5.700, -1.113, -1.399], [-4.273, -0.292, -0.660], [-4.574, -0.091, 0.793], [-4.522, 1.292, -1.490], [-5.767, -2.123, -0.991], [-6.612, -0.563, -1.159], [-5.569, -1.170, -2.481], [-5.508, 1.690, -1.245], [-4.427, 1.157, -2.569], [-3.754, 1.986, -1.144], [2.898, -11.062, -4.840], [4.322, -10.232, -4.101], [4.013, -10.014, -2.655], [4.081, -8.657, -4.950], [2.828, -12.066, -4.420], [1.984, -10.510, -4.613], [3.036, -11.132, -5.921], [3.094, -8.253, -4.715], [4.181, -8.803, -6.027], [4.847, -7.960, -4.608], [6.311, -1.570, -6.226], [8.007, -2.158, -6.025], [8.835, -0.994, -5.585], [8.325, -2.416, -7.784], [5.917, -1.309, -5.243], [6.295, -0.688, -6.869], [5.699, -2.363, -6.661], [8.185, -1.481, -8.330], [7.649, -3.181, -8.169], [9.356, -2.752, -7.902], [-8.832, 0.521, 1.353], [-9.476, 0.802, -0.310], [-8.342, 0.609, -1.267], [-9.724, 2.580, -0.118], [-8.570, -0.534, 1.448], [-7.943, 1.131, 1.518], [-9.601, 0.769, 2.088], [-8.780, 3.064, 0.138], [-10.464, 2.762, 0.664], [-10.092, 2.981, -1.064], [-6.031, 6.287, 4.989], [-5.636, 4.558, 5.327], [-4.145, 4.436, 5.357], [-6.200, 3.922, 3.734], [-5.724, 6.885, 5.848], [-5.494, 6.625, 4.100], [-7.106, 6.392, 4.841], [-5.653, 4.407, 2.924], [-7.271, 4.104, 3.628], [-6.011, 2.847, 3.706], [-10.856, 7.181, 5.956], [-10.352, 5.449, 5.876], [-9.028, 5.399, 5.181], [-11.609, 4.942, 4.683], [-10.175, 7.708, 6.625], [-10.808, 7.630, 4.962], [-11.872, 7.247, 6.349], [-11.514, 5.530, 3.768], [-12.601, 5.080, 5.117], [-11.460, 3.886, 4.452], [7.206, 3.791, -1.191], [8.052, 2.764, 0.030], [8.060, 3.517, 1.322], [9.697, 2.923, -0.698], [6.155, 3.865, -0.911], [7.647, 4.790, -1.209], [7.286, 3.327, -2.176], [9.984, 3.976, -0.746], [9.697, 2.487, -1.699], [10.406, 2.383, -0.069]],
  "atomic_forces_ev_per_a": [[1.27, -0.64, 0.15], [0.12, -0.37, 0.02], [0.42, 0.42, -0.30], [-0.06, -1.40, 0.75], [-0.46, 0.12, 1.08], [0.81, -2.62, -2.11], [0.99, -1.69, -4.07], [-0.75, 3.82, 0.54], [0.34, 0.25, -0.28], [1.47, 0.10, -0.19], [-0.27, 0.66, 0.72], [0.97, -0.01, -0.59], [0.31, -0.17, -0.99], [-1.04, 5.40, 0.65], [-0.92, 1.03, 2.44], [-0.31, -2.16, 5.19], [0.08, -0.61, 0.08], [0.00, -2.46, 2.97], [-1.98, -0.02, -1.04], [-0.25, -1.67, 0.67], [0.95, 0.54, -1.38], [-0.32, 1.31, -0.78], [-1.23, 0.02, 1.20], [0.14, -1.10, -1.53], [-0.37, 1.48, -0.74], [0.17, -0.27, 1.62], [0.66, 1.83, -0.29], [1.36, -0.94, -1.56], [0.31, 0.17, -2.04], [1.52, 0.85, -0.12], [-1.43, 0.82, 0.60], [-1.00, -1.67, -0.64], [0.63, 1.40, -0.64], [-0.66, -0.64, -1.55], [-1.57, 0.04, 0.83], [0.10, -1.97, 0.98], [-0.20, 0.00, -0.10], [0.23, -0.08, -0.01], [0.21, 0.58, 0.54], [-0.25, -0.03, -0.01], [0.10, -0.08, 0.17], [0.03, -0.08, 0.07], [0.05, -0.08, 0.01], [0.05, -0.03, -0.04], [0.05, -0.05, -0.06], [0.06, 0.01, -0.14], [0.12, 0.07, -0.17], [-0.17, 0.05, -0.17], [-0.18, -0.27, 0.15], [0.07, -0.10, -0.13], [0.06, -0.17, 0.06], [0.12, -0.10, -0.02], [0.09, 0.06, 0.02], [-0.03, 0.09, 0.05], [0.02, 0.08, -0.01], [-0.02, 0.11, 0.06], [-0.15, -0.01, 0.14], [-0.36, -0.05, -0.14], [-0.01, 0.06, -0.24], [-0.06, 0.17, 0.08], [0.18, 0.07, 0.01], [0.13, 0.02, -0.05], [0.07, 0.03, 0.05], [-0.01, -0.14, 0.01], [0.02, -0.06, 0.06], [0.02, -0.15, 0.02], [-0.13, -0.02, 0.00], [-0.07, 0.07, 0.23], [-0.01, 0.01, -0.48], [-0.08, 0.03, 0.02], [0.10, 0.11, 0.02], [0.09, 0.03, 0.04], [0.06, 0.02, 0.05], [0.07, -0.04, 0.05], [0.03, -0.06, 0.05], [-0.06, -0.12, 0.04], [-0.02, 0.04, -0.06], [0.08, 0.28, 0.08], [-0.28, -0.30, -0.23], [0.03, 0.05, -0.12], [0.11, -0.08, -0.03], [0.10, -0.04, 0.03], [0.06, 0.04, 0.07], [-0.01, 0.00, 0.10], [0.01, 0.02, 0.08], [-0.08, 0.03, 0.12], [0.11, 0.03, 0.04], [0.10, 0.01, 0.01], [-0.30, 0.24, 0.29], [0.08, 0.11, -0.04], [-0.04, 0.08, -0.10], [-0.01, -0.04, -0.10], [-0.03, -0.02, -0.09], [0.00, -0.10, -0.01], [0.01, -0.08, -0.04], [0.03, -0.14, 0.04], [0.01, 0.17, -0.12], [0.04, 0.13, -0.01], [-0.44, 0.16, -0.07], [-0.02, -0.04, -0.16], [0.05, -0.16, -0.01], [0.09, -0.12, 0.06], [0.08, -0.14, 0.07], [0.06, 0.01, 0.10], [0.04, 0.06, 0.15], [0.06, 0.08, 0.09], [0.04, 0.10, -0.08], [0.06, 0.01, -0.04], [-0.46, 0.04, 0.00], [0.00, 0.01, -0.14], [-0.01, -0.15, -0.03], [0.03, -0.10, 0.02], [0.06, -0.07, 0.01], [0.06, 0.02, 0.08], [0.08, -0.01, 0.04], [0.06, 0.08, 0.11], [0.00, 0.13, -0.04], [-0.01, 0.05, 0.21], [-0.01, -0.04, -0.47], [0.09, 0.10, -0.03], [0.09, -0.11, 0.05], [0.04, -0.06, 0.07], [0.00, -0.04, 0.07], [-0.09, -0.03, 0.05], [-0.06, -0.02, 0.06], [-0.16, 0.01, 0.01]]
}

=====

{
  "formula": "C34H29ClN3O7PbS5",
  "method": "wB97M-V/def2-TZVPD",
  "mol_weight_g_mol": 994.61,
  "orbital_gap_ev": 6.65,
  "total_charge": -1,
  "homo_ev": -5.2,
  "symbols": ["Pb", "O", "C", "O", "C", "C", "C", "C", "C", "C", "C", "C", "C", "N", "H", "H", "H", "H", "H", "H", "N", "C", "C", "C", "O", "O", "H", "H", "H", "H", "H", "H", "C", "S", "C", "C", "S", "S", "C", "S", "S", "H", "H", "H", "C", "C", "C", "C", "C", "C", "C", "C", "N", "H", "H", "H", "H", "H", "H", "C", "C", "C", "C", "Cl", "C", "C", "C", "O", "C", "C", "O", "O", "H", "H", "H", "H", "H", "H", "H", "H"],
  "coordinates": [[0.649, 0.184, 0.858], [-2.558, -2.261, -1.277], [-1.485, -1.740, -0.980], [-1.313, -0.842, -0.095], [-0.235, -2.256, -1.684], [-0.392, -3.211, -2.717], [0.719, -3.708, -3.322], [1.999, -3.281, -2.892], [3.202, -3.774, -3.449], [4.408, -3.336, -2.984], [4.465, -2.380, -1.946], [3.321, -1.884, -1.393], [2.059, -2.326, -1.853], [0.929, -1.817, -1.278], [-1.393, -3.511, -2.988], [0.645, -4.426, -4.130], [3.146, -4.498, -4.254], [5.328, -3.713, -3.414], [5.427, -2.025, -1.601], [3.350, -1.125, -0.623], [2.050, 1.356, 3.446], [1.674, 1.569, 4.842], [1.055, 0.312, 5.456], [-0.319, 0.075, 4.885], [-1.290, 0.716, 5.163], [-0.330, -0.982, 4.026], [2.829, 0.712, 3.367], [2.323, 2.230, 3.012], [0.936, 2.368, 4.871], [2.515, 1.875, 5.476], [0.920, 0.494, 6.522], [1.689, -0.562, 5.309], [-4.342, -0.824, 1.066], [-4.599, 0.295, 2.478], [-4.151, -0.728, 3.833], [-2.955, -1.283, 4.069], [-1.617, -1.179, 2.951], [-2.824, -2.296, 5.486], [-4.432, -2.046, 6.082], [-4.986, -2.695, 7.479], [-5.388, -1.071, 5.017], [-4.754, -0.295, 0.209], [-4.894, -1.749, 1.217], [-3.286, -1.013, 0.878], [-0.627, 2.173, 0.516], [-0.521, 3.106, 1.636], [-1.449, 3.129, 2.689], [-1.334, 4.023, 3.735], [-0.275, 4.931, 3.776], [0.671, 4.918, 2.745], [0.549, 4.023, 1.704], [-0.148, 5.861, 4.860], [-0.041, 6.611, 5.726], [-0.178, 2.594, -0.381], [-1.644, 1.832, 0.325], [-2.281, 2.434, 2.672], [-2.060, 4.012, 4.537], [1.494, 5.621, 2.769], [1.280, 4.030, 0.903], [1.960, -0.317, -6.252], [0.591, -0.584, -5.692], [-0.339, -1.340, -6.384], [-1.603, -1.566, -5.856], [-2.738, -2.551, -6.747], [-1.965, -1.026, -4.642], [-1.048, -0.253, -3.937], [0.229, -0.047, -4.446], [1.206, 0.652, -3.824], [0.971, 1.171, -2.530], [2.304, 1.305, -1.782], [3.327, 1.508, -2.409], [2.205, 1.220, -0.498], [2.229, -1.075, -6.988], [2.707, -0.296, -5.461], [1.989, 0.659, -6.742], [-0.075, -1.767, -7.343], [-2.950, -1.206, -4.233], [-1.343, 0.162, -2.985], [0.290, 0.537, -1.962], [0.525, 2.170, -2.615]],
  "atomic_forces_ev_per_a": [[-0.06, 0.04, -0.10], [-0.02, 0.07, -0.13], [-0.10, -0.26, 0.19], [0.17, 0.39, -0.11], [0.13, -0.09, 0.00], [0.07, -0.10, 0.02], [-0.03, 0.01, -0.05], [0.01, 0.05, 0.03], [-0.01, 0.02, -0.03], [0.02, 0.03, 0.03], [0.02, -0.02, -0.04], [-0.04, 0.09, -0.01], [0.02, -0.01, -0.06], [-0.06, -0.02, 0.01], [0.00, 0.02, 0.00], [-0.01, -0.01, 0.01], [-0.01, -0.01, 0.02], [-0.01, 0.00, -0.01], [0.00, 0.01, 0.01], [0.00, 0.03, 0.01], [-0.11, -0.01, 0.00], [0.10, -0.02, -0.05], [-0.08, 0.08, 0.04], [0.01, 0.15, 0.15], [0.00, 0.12, -0.18], [0.07, -0.24, -0.15], [0.02, 0.02, 0.01], [-0.03, 0.00, -0.02], [-0.05, 0.10, 0.02], [0.01, 0.01, -0.02], [0.02, -0.10, 0.03], [0.02, 0.03, -0.01], [-0.02, 0.01, 0.17], [0.05, 0.01, -0.01], [-0.21, 0.11, -0.07], [0.12, -0.30, -0.08], [0.00, 0.15, 0.40], [-0.02, 0.02, -0.01], [-0.01, 0.02, -0.03], [0.00, 0.00, 0.02], [0.02, -0.05, 0.01], [0.04, -0.03, -0.05], [-0.01, 0.00, -0.01], [-0.13, 0.07, -0.06], [-0.02, -0.06, 0.05], [0.11, 0.09, -0.04], [-0.04, -0.05, 0.02], [0.02, -0.08, 0.04], [0.05, -0.03, 0.01], [0.01, 0.00, 0.06], [-0.01, -0.01, -0.05], [-0.02, -0.01, -0.03], [0.01, 0.00, 0.02], [0.00, -0.09, -0.06], [0.02, -0.05, 0.06], [0.01, -0.02, 0.01], [-0.02, 0.01, 0.00], [0.00, 0.00, -0.01], [0.00, -0.02, 0.01], [-0.05, -0.02, 0.01], [0.05, -0.01, 0.00], [0.01, -0.08, 0.01], [0.03, 0.04, 0.04], [-0.01, -0.01, -0.01], [-0.05, 0.06, -0.04], [-0.01, 0.04, -0.09], [-0.07, 0.04, 0.01], [0.02, -0.04, -0.02], [-0.04, 0.09, 0.04], [0.08, -0.04, -0.12], [0.01, 0.00, 0.05], [-0.03, -0.08, 0.14], [-0.01, 0.01, -0.01], [0.02, -0.03, 0.01], [0.02, 0.01, 0.02], [0.00, -0.01, 0.00], [0.00, -0.02, 0.05], [-0.04, 0.03, -0.03], [0.08, 0.01, -0.06], [-0.05, -0.03, 0.04]]
}

=====

{
  "formula": "C4H4F2",
  "method": "wB97M-V/def2-TZVPD",
  "relative_energy_kcal_mol": 17.2,
  "mol_weight_g_mol": 90.07,
  "orbital_gap_ev": 11.93,
  "total_charge": 0,
  "homo_ev": -11.0,
  "smiles": "C#CC(C)(F)F",
  "symbols": ["C", "C", "C", "C", "H", "H", "H", "H", "F", "F"],
  "coordinates": [[0.237, 0.658, 1.025], [0.016, 0.593, -0.423], [-0.230, -0.785, -0.856], [-0.324, -1.988, -0.876], [1.123, 0.080, 1.212], [-0.604, 0.267, 1.614], [0.241, 1.697, 1.296], [-0.278, -3.043, -1.057], [-1.147, 1.335, -0.765], [0.966, 1.185, -1.171]],
  "atomic_forces_ev_per_a": [[-0.55, 0.30, 0.83], [-2.67, 0.23, -1.75], [0.26, -1.30, 0.29], [0.38, 0.64, -0.54], [0.53, 0.14, 0.57], [0.19, -0.36, -0.59], [0.79, 0.58, 0.25], [-0.27, 0.24, 0.15], [0.59, -0.42, 0.53], [0.75, -0.07, 0.26]]
}

=====

{
  "formula": "C2H4S2",
  "method": "wB97M-V/def2-TZVPD",
  "relative_energy_kcal_mol": 41.9,
  "mol_weight_g_mol": 92.19,
  "orbital_gap_ev": 7.57,
  "total_charge": 0,
  "homo_ev": -8.2,
  "symbols": ["C", "C", "S", "S", "H", "H", "H", "H"],
  "coordinates": [[-0.081, -0.190, 0.302], [0.493, 0.097, -0.973], [-0.040, 0.985, 1.696], [-0.846, -1.462, 0.911], [0.605, 1.220, -1.152], [1.423, -0.413, -1.196], [-0.218, -0.372, -1.778], [-1.335, 0.136, 2.190]],
  "atomic_forces_ev_per_a": [[-0.65, 0.85, 4.13], [-0.82, 0.88, -3.49], [-2.22, -0.34, -0.21], [-0.86, -2.81, -1.72], [-0.11, -1.64, 0.16], [0.38, -0.02, 0.39], [1.14, 1.09, 1.36], [3.14, 2.00, -0.62]]
}

=====

- What is the formula in the fourth record?
  C2H4S2